104
Properties=species:S:1:pos:R:3:forces:R:3:mulliken_charge:R:1 method="wB97M-V/def2-TZVPD" homo_ev=-3.22 relative_energy_kcal_mol=30.2 e_tot_ha=-7091.245473 gap_ev=5.349 total_charge=-1
Lu -0.486 1.070 -2.244 2.41 1.50 1.55 1.301
O -1.607 -1.104 -1.597 -0.71 1.00 -0.47 -0.051
C -2.748 -1.249 -2.482 -0.21 1.95 0.07 -0.521
C -3.536 0.124 -2.312 0.20 -1.01 1.22 -1.081
N -2.786 1.333 -2.710 0.93 0.00 -0.54 0.556
C -2.834 1.709 -4.160 -0.77 0.66 1.37 -0.771
C -1.466 2.111 -4.733 0.26 0.69 1.29 0.363
O -1.373 1.926 -5.960 1.07 0.18 -0.03 -0.875
O -0.587 2.574 -3.884 -1.63 -1.35 -2.01 -0.231
C -3.251 2.476 -1.860 -0.49 -0.46 -0.14 -0.469
C -2.560 2.407 -0.466 -0.49 -0.22 0.80 0.091
O -3.249 2.601 0.545 0.75 -0.03 -0.92 -0.781
O -1.295 2.139 -0.521 -1.76 -0.36 -0.03 -0.412
H -0.934 -1.786 -1.688 0.27 -0.51 -0.44 0.130
H -3.342 -2.101 -2.145 -0.15 0.19 -0.18 0.574
H -2.492 -1.298 -3.554 0.33 -0.50 0.56 0.087
H -3.721 0.224 -1.217 0.21 -0.05 -0.65 0.463
H -4.540 0.101 -2.756 0.16 -0.15 -0.33 0.344
H -3.529 2.583 -4.108 0.45 -0.56 -1.11 0.576
H -3.225 0.904 -4.769 -0.19 -0.08 -0.06 0.297
H -4.339 2.253 -1.875 0.27 1.06 0.82 0.408
H -3.045 3.492 -2.283 0.05 -1.07 0.04 0.408
C 3.093 -0.166 -4.756 1.00 0.74 -0.72 -1.674
C 2.094 -1.288 -4.542 0.35 0.80 0.79 1.051
O 2.533 -2.466 -5.192 -0.76 -0.88 -0.77 -0.742
P 0.419 -0.755 -5.206 -0.59 0.95 1.17 0.929
O 0.641 0.334 -6.323 -1.26 0.45 0.77 -0.764
O -0.112 -2.105 -5.867 -0.35 0.44 0.08 -0.562
O -0.542 -0.276 -4.088 1.59 -1.15 -2.39 -0.602
P 2.009 -1.468 -2.663 -0.51 -0.82 0.70 0.810
O 0.727 -2.551 -2.371 1.23 0.39 -0.41 -0.640
O 3.305 -2.115 -2.237 -1.60 0.92 -0.44 -0.744
O 1.431 -0.160 -2.124 0.63 -1.14 -0.31 -0.209
H 3.282 0.054 -5.861 -0.44 -0.19 1.55 0.273
H 4.056 -0.390 -4.263 -0.25 -0.42 -0.34 0.485
H 2.793 0.720 -4.193 -0.31 0.29 -0.47 0.313
H 3.431 -2.784 -4.993 -0.47 0.81 0.53 0.399
H -0.095 1.170 -6.297 0.76 -1.32 0.32 0.433
H 0.623 -2.669 -6.144 0.22 -0.08 0.08 0.399
H 1.110 -3.439 -2.290 -0.10 0.22 0.02 0.243
N -0.481 -1.416 3.333 -1.48 -1.33 1.35 -0.190
P -1.785 -2.503 2.966 0.13 0.62 -3.28 0.126
C -2.536 -2.672 4.497 -0.98 1.95 4.27 0.290
C -1.817 -2.627 5.766 0.09 0.62 -0.34 0.062
C -2.518 -2.292 6.972 1.39 -0.88 -1.59 -0.842
C -3.879 -2.100 6.931 -1.03 -0.18 -0.46 -0.322
C -4.581 -2.165 5.715 -0.14 0.36 0.95 -0.583
C -3.922 -2.284 4.525 1.25 -1.29 -0.48 -0.482
C -0.854 -4.000 2.822 0.10 -1.33 0.68 0.555
C -0.387 -4.330 1.578 0.59 -0.66 -1.32 -0.558
C 0.708 -5.182 1.391 0.18 -0.28 -0.16 -0.373
C 1.387 -5.693 2.482 -0.33 0.17 0.48 -0.659
C 0.781 -5.483 3.723 0.77 -0.88 0.79 -0.237
C -0.382 -4.774 3.882 0.52 0.67 1.18 -0.645
P 0.466 -0.629 2.215 -0.61 0.02 -2.30 0.572
C 2.018 -1.553 2.380 0.56 1.54 1.27 0.354
C 2.890 -1.435 1.306 0.44 -1.17 0.03 -0.928
C 4.070 -2.178 1.293 1.23 -0.18 0.25 -0.167
C 4.501 -2.712 2.524 0.30 -0.79 -0.44 -0.565
C 3.649 -2.794 3.635 -0.02 0.45 1.08 -0.470
C 2.401 -2.171 3.581 -0.22 -0.69 -0.70 -0.086
C 0.479 0.954 3.068 1.73 0.01 0.10 -0.168
C 1.574 1.371 3.807 0.48 0.36 -0.21 -0.263
C 1.615 2.662 4.343 1.24 -0.26 -0.28 -0.506
C 0.604 3.580 4.161 -1.04 -0.98 -0.54 -0.527
C -0.542 3.111 3.447 0.57 0.71 0.59 -0.474
C -0.542 1.847 2.851 -1.80 0.73 0.20 -0.171
H -0.824 -0.849 4.076 0.19 0.60 0.73 0.443
H -0.641 -2.669 5.805 -2.63 -0.15 -0.22 0.073
H -1.918 -2.264 7.872 -0.29 0.23 0.16 0.395
H -4.491 -1.869 7.796 0.38 -0.11 0.25 0.347
H -5.662 -2.061 5.706 0.13 0.28 0.12 0.362
H -4.484 -2.126 3.598 0.45 -0.29 0.21 0.354
H -0.898 -3.980 0.690 0.12 0.51 0.01 0.379
H 1.048 -5.454 0.397 -0.09 0.27 -0.02 0.382
H 2.326 -6.246 2.407 -0.37 0.18 -0.11 0.407
H 1.227 -5.836 4.667 -0.02 -0.23 -0.68 0.338
H -0.735 -4.729 4.934 -0.10 0.33 -1.09 0.442
H 2.661 -0.783 0.499 -0.47 0.11 -0.87 0.506
H 4.719 -2.366 0.374 -1.03 0.88 1.31 0.336
H 5.539 -3.089 2.567 -0.78 -0.13 0.09 0.283
H 3.923 -3.262 4.621 0.13 0.45 -1.27 0.313
H 1.672 -2.206 4.408 0.55 -0.05 -0.44 0.223
H 2.482 0.759 3.781 -0.36 0.11 0.48 0.256
H 2.563 2.970 4.780 -0.21 0.06 0.17 0.336
H 0.766 4.595 4.534 -0.55 -0.31 -0.16 0.384
H -1.434 3.746 3.381 0.45 -0.21 -0.35 0.370
H -1.413 1.562 2.239 0.47 0.23 0.23 0.218
C -0.731 5.367 -2.208 -1.80 1.06 0.66 -0.939
Ge 1.130 4.805 -2.283 0.77 -1.06 -0.01 0.913
C 2.186 6.282 -1.362 -1.10 -0.92 0.37 -1.502
C 1.461 5.193 -4.249 -1.32 0.53 0.42 -1.203
C 1.326 2.947 -1.500 -0.90 0.50 -1.00 -1.312
H -1.354 5.083 -1.277 1.05 0.40 -1.41 0.183
H -1.256 5.047 -3.130 0.18 -0.32 0.54 0.160
H -0.747 6.486 -2.329 0.00 -0.76 0.43 0.474
H 2.839 6.822 -2.047 0.07 -0.12 0.17 0.345
H 2.703 5.724 -0.574 0.35 0.51 -0.07 0.353
H 1.446 6.954 -0.894 0.44 -0.08 -0.17 0.397
H 1.815 4.280 -4.660 1.03 -0.62 -0.64 0.308
H 2.091 6.105 -4.452 -0.64 -1.12 0.11 0.294
H 0.436 5.247 -4.719 1.00 0.50 0.42 0.278
H 1.606 3.007 -0.437 -0.07 -0.12 -0.33 0.120
H 1.853 2.139 -2.013 0.96 0.63 -0.16 0.439

61
Properties=species:S:1:pos:R:3:forces:R:3:mulliken_charge:R:1 method="wB97M-V/def2-TZVPD" homo_ev=-10.24 relative_energy_kcal_mol=0.0 e_tot_ha=-3393.147241 gap_ev=8.458 total_charge=+1
Br -2.587 -0.364 -0.012 0.32 -0.04 0.09 -0.661
C 3.167 3.572 -3.471 -0.17 -0.33 -0.30 -1.291
C 1.864 3.454 -2.684 -0.23 0.30 -0.45 -0.261
C 0.832 2.529 -3.354 -0.35 -0.74 0.40 -0.402
C 0.687 1.208 -2.595 -0.59 0.19 -0.67 -0.722
N -0.182 0.188 -3.307 0.70 -0.11 -0.74 0.415
C 0.324 -0.120 -4.696 0.61 -0.27 -0.04 -0.664
C -0.231 -1.519 -5.033 0.65 1.49 0.61 -0.832
C -0.268 -2.218 -3.667 -1.22 -0.50 -0.40 -0.604
C -0.087 -1.137 -2.606 0.10 -0.44 0.13 0.023
C -1.599 0.612 -3.392 -0.31 0.45 -0.21 -0.850
H 2.932 3.983 -4.456 0.14 0.05 0.01 0.341
H 3.634 2.598 -3.645 0.01 0.00 0.11 0.286
H 3.903 4.219 -3.001 -0.06 0.03 0.12 0.403
H 1.388 4.436 -2.689 0.22 0.10 0.41 0.336
H 2.038 3.153 -1.649 -0.03 0.05 0.01 0.045
H 1.112 2.280 -4.378 0.08 0.37 -0.07 0.343
H -0.150 3.004 -3.357 0.08 0.15 -0.20 0.347
H 0.150 1.352 -1.657 0.57 -0.05 0.33 0.271
H 1.666 0.739 -2.530 -0.04 -0.05 0.51 0.310
H 0.036 0.641 -5.415 -0.18 0.11 0.16 0.391
H 1.415 -0.100 -4.627 -0.02 -0.16 0.01 0.472
H -1.208 -1.283 -5.445 -0.12 -0.86 -0.27 0.363
H 0.444 -1.995 -5.736 -0.32 -0.12 -0.28 0.411
H -1.236 -2.712 -3.550 0.02 0.09 0.09 0.326
H 0.447 -3.034 -3.605 0.32 0.27 0.14 0.363
H -0.850 -1.111 -1.837 -0.05 -0.24 0.35 -0.172
H 0.898 -1.249 -2.158 0.02 0.40 0.08 0.263
H -1.635 1.528 -3.979 -0.05 0.01 0.03 0.343
H -2.030 0.765 -2.403 0.15 -0.14 0.09 0.215
H -2.160 -0.152 -3.920 -0.06 -0.09 0.12 0.368
C 1.635 1.140 1.015 -0.31 0.20 -0.67 -0.869
C 1.929 0.828 2.477 -0.44 0.04 -0.64 -0.937
C 1.301 -0.512 2.876 0.16 0.48 0.17 -0.476
C -0.210 -0.407 2.848 -0.30 0.24 -0.05 -0.401
N -0.927 -1.344 3.767 -0.81 0.05 -0.03 0.370
C -0.655 -1.118 5.246 -1.03 0.34 -0.58 -0.516
C -2.006 -1.315 5.969 -0.17 -0.94 -0.09 -0.680
C -3.027 -1.664 4.877 0.01 -0.67 -0.57 -0.693
C -2.416 -1.067 3.628 0.17 0.57 0.64 -0.616
C -0.671 -2.753 3.387 0.18 -0.27 0.42 -1.019
H 0.558 1.202 0.819 0.01 -0.23 0.13 0.253
H 2.038 0.375 0.344 0.01 -0.05 0.11 0.292
H 2.011 2.100 0.653 0.30 -0.02 0.36 0.282
H 1.462 1.618 3.069 0.33 0.02 0.26 0.379
H 3.003 0.804 2.648 0.00 0.08 0.15 0.404
H 1.647 -0.721 3.892 -0.03 -0.31 -0.04 0.383
H 1.650 -1.283 2.188 0.07 -0.15 0.17 0.441
H -0.680 -0.567 1.881 0.21 -0.19 -0.40 -0.157
H -0.556 0.599 3.105 0.20 -0.03 0.32 0.380
H 0.100 -1.836 5.536 0.36 0.42 0.28 0.423
H -0.430 -0.059 5.324 0.85 -0.17 0.14 0.262
H -1.936 -2.154 6.659 -0.02 0.21 0.25 0.303
H -2.301 -0.424 6.515 0.12 0.05 0.05 0.379
H -3.130 -2.745 4.750 0.07 0.02 0.16 0.325
H -4.042 -1.310 5.040 0.10 0.28 0.12 0.447
H -2.748 -1.384 2.642 -0.11 0.07 0.01 0.385
H -2.491 0.017 3.741 -0.11 0.01 -0.47 0.361
H -1.147 -2.969 2.436 0.11 0.09 -0.11 0.231
H -1.081 -3.395 4.164 -0.09 -0.04 -0.10 0.524
H 0.403 -2.920 3.359 0.01 0.00 -0.15 0.368

12
Properties=species:S:1:pos:R:3:forces:R:3:mulliken_charge:R:1 method="wB97M-V/def2-TZVPD" homo_ev=-7.93 relative_energy_kcal_mol=28.4 e_tot_ha=-265.490380 gap_ev=9.043 smiles=Nc1cc[nH]c1 total_charge=0
N 0.774 -1.887 -0.106 0.00 -0.08 0.08 -0.549
C 0.184 -0.621 -0.084 -0.12 0.16 0.09 0.981
C 0.909 0.621 -0.229 0.12 -0.01 -0.39 -0.615
C -0.014 1.601 -0.301 0.47 0.09 -0.28 -0.521
N -1.305 1.091 -0.104 0.39 0.07 0.15 -0.371
C -1.139 -0.311 0.007 0.17 -0.11 0.33 -0.811
H 0.203 -2.592 0.337 0.10 0.02 -0.05 0.236
H 1.710 -1.901 0.276 -0.11 0.01 -0.07 0.245
H 1.980 0.746 -0.273 0.01 -0.09 -0.18 0.344
H 0.050 2.672 -0.437 0.36 -0.07 0.18 0.422
H -1.364 1.557 0.812 -1.55 -0.23 0.10 0.273
H -1.989 -0.977 0.102 0.16 0.25 0.07 0.367

75
Properties=species:S:1:pos:R:3:forces:R:3:mulliken_charge:R:1 method="wB97M-V/def2-TZVPD" homo_ev="-12.34 / -13.36" relative_energy_kcal_mol=68.2 e_tot_ha=-2663.746581 s2=6.011 gap_ev="6.755 / 2.128" spin_multiplicity=5 total_charge=+2
Pt -0.085 2.018 0.013 2.10 -4.70 1.37 0.509
C 0.238 3.256 -1.779 0.25 1.08 -1.86 0.446
C -1.148 2.838 -1.698 -1.51 2.12 -1.41 0.620
C -0.671 4.140 0.180 0.84 2.75 -0.07 -0.021
C 0.543 4.036 -0.623 -0.06 2.11 0.16 0.614
C -1.705 3.422 -0.495 -2.26 0.73 -1.52 0.478
C 1.161 2.980 -2.928 -0.18 -0.11 0.25 -1.468
H 0.876 2.066 -3.456 0.00 0.14 0.04 0.315
H 2.195 2.871 -2.589 -0.08 0.09 -0.01 0.398
H 1.130 3.804 -3.653 0.01 -0.11 0.14 0.350
C 1.848 4.688 -0.286 -0.17 -0.04 -0.21 -0.999
H 2.662 4.277 -0.890 -0.12 0.07 0.16 0.359
H 2.097 4.525 0.767 -0.04 0.20 -0.34 0.184
H 1.806 5.771 -0.468 -0.13 -0.16 -0.01 0.283
C -0.787 4.913 1.457 -0.17 -0.04 -0.22 -0.927
H -0.998 5.973 1.257 0.04 -0.13 -0.08 0.353
H 0.144 4.849 2.029 -0.24 0.24 -0.25 0.245
H -1.593 4.522 2.083 0.12 0.09 -0.11 0.288
C -3.143 3.348 -0.080 0.36 -0.16 0.02 -1.338
H -3.695 4.227 -0.442 0.12 -0.10 0.06 0.355
H -3.243 3.316 1.009 0.02 0.08 -0.09 0.374
H -3.631 2.461 -0.494 0.06 0.14 -0.03 0.319
C -1.918 2.132 -2.773 0.35 -0.30 0.39 -1.275
H -2.409 2.847 -3.449 0.11 -0.02 0.20 0.324
H -2.696 1.492 -2.347 -0.02 0.15 -0.05 0.359
H -1.263 1.500 -3.380 -0.08 0.14 0.03 0.340
C 1.708 -5.019 -0.361 -0.12 0.13 0.16 -0.319
C 1.298 -4.798 -1.616 -0.18 0.12 -0.02 -0.528
C 0.120 -5.360 -2.367 -0.10 -0.11 0.12 -0.567
C -1.010 -6.004 -1.533 0.10 -0.05 -0.06 -0.975
C -1.639 -5.048 -0.549 0.16 0.22 0.20 -0.221
C -1.233 -4.728 0.686 0.01 0.02 -0.38 -0.552
C -0.047 -5.216 1.476 0.05 -0.12 -0.02 -0.481
C 1.092 -5.906 0.693 -0.02 -0.05 0.02 -0.991
H 0.482 -6.095 -3.102 -0.04 0.16 0.13 0.368
H -0.643 -6.905 -1.038 -0.12 0.14 -0.11 0.340
H -0.312 -4.543 -2.962 0.06 -0.09 0.02 0.265
H 0.737 -6.846 0.267 0.10 0.16 0.09 0.366
H 2.590 -4.466 -0.035 -0.03 -0.10 -0.06 0.399
H 1.898 -4.103 -2.205 0.06 -0.14 0.01 0.671
H 1.870 -6.177 1.416 -0.14 0.04 -0.14 0.407
H 0.373 -4.352 2.009 -0.01 -0.09 0.00 0.233
H -1.842 -3.998 1.221 -0.05 -0.10 0.01 0.521
H -0.400 -5.900 2.265 0.08 0.14 -0.16 0.414
H -1.784 -6.340 -2.234 0.14 0.05 0.13 0.413
H -2.528 -4.534 -0.915 0.04 -0.09 0.07 0.374
P 1.029 0.089 -0.456 2.77 -4.03 -0.31 0.836
C 2.845 -0.097 -0.248 -0.06 0.58 0.11 -1.227
C 0.738 -0.843 -2.018 -0.44 0.72 -0.23 -0.903
P -1.172 0.277 0.999 -2.32 -3.48 2.33 0.972
C 0.219 -0.945 0.858 -0.06 1.25 -0.36 -1.041
C -2.601 -0.556 0.188 0.17 0.41 -0.31 -1.018
C -1.703 0.292 2.758 0.24 0.40 -0.08 -1.301
H 3.142 0.525 0.600 0.10 -0.25 -0.12 0.272
H 3.345 0.273 -1.149 -0.09 -0.02 0.10 0.452
H 3.132 -1.140 -0.078 -0.32 0.06 -0.04 0.394
H 0.941 -1.912 -1.890 -0.01 0.08 0.33 0.101
H 1.395 -0.449 -2.800 -0.07 0.01 0.12 0.467
H -0.297 -0.705 -2.341 0.03 -0.19 -0.07 0.330
H -1.846 -0.721 3.150 0.07 0.08 -0.23 0.465
H -2.643 0.847 2.840 0.12 -0.07 -0.03 0.439
H -0.933 0.818 3.327 -0.20 -0.24 0.04 0.230
H 0.826 -0.864 1.766 0.00 0.08 -0.04 0.554
H -0.012 -1.993 0.644 -0.08 0.20 -0.19 0.324
H -3.523 -0.030 0.453 0.13 -0.03 -0.02 0.435
H -2.687 -1.602 0.505 0.16 0.18 0.01 0.339
H -2.483 -0.513 -0.898 -0.08 -0.17 0.04 0.281
F 3.175 2.986 4.731 -2.21 1.13 -2.15 -0.141
C 2.218 3.548 3.908 0.86 2.50 3.23 0.663
F 1.096 3.850 4.656 1.98 -0.59 -1.48 -0.185
F 2.718 4.706 3.345 -1.08 -2.31 0.92 -0.176
S 1.770 2.368 2.600 1.24 -8.18 -5.54 0.685
O 2.718 2.501 1.413 -2.79 1.67 2.94 -0.620
O 2.004 0.919 3.045 -1.75 4.64 0.37 -0.583
O 0.146 2.437 2.008 4.33 1.04 4.09 -0.663